No. 1
{
  "formula": "C27H37CsN4O3",
  "method": "ωB97M-V/def2-TZVPD",
  "fmax_ev_per_a": 2.64,
  "de_lowest_kcal_mol": 0.0,
  "homo_lumo_gap_ha": 0.251,
  "species": ["Cs", "C", "C", "C", "C", "C", "C", "C", "H", "H", "H", "H", "H", "H", "H", "H", "C", "C", "O", "C", "C", "C", "C", "C", "C", "O", "H", "H", "H", "H", "H", "H", "H", "N", "C", "C", "N", "H", "H", "H", "H", "H", "H", "H", "H", "C", "C", "N", "C", "C", "C", "O", "C", "C", "C", "C", "N", "C", "H", "H", "H", "H", "H", "H", "H", "H", "H", "H", "H", "H", "H", "H"],
  "coordinates": [[-2.004, -0.177, 0.880], [-4.863, -3.394, -0.725], [-5.198, -2.179, 0.043], [-5.510, -1.018, -0.696], [-5.900, 0.183, -0.091], [-5.929, 0.234, 1.308], [-5.670, -0.920, 2.032], [-5.333, -2.127, 1.388], [-4.137, -3.966, -0.116], [-4.373, -3.149, -1.677], [-5.756, -4.019, -0.899], [-5.317, -1.010, -1.761], [-6.168, 0.994, -0.709], [-6.197, 1.147, 1.823], [-5.668, -0.858, 3.102], [-5.167, -3.023, 1.973], [1.565, -4.034, 2.717], [1.386, -2.762, 1.930], [0.219, -2.517, 1.619], [2.557, -1.890, 1.674], [3.859, -2.372, 1.931], [4.938, -1.572, 1.715], [4.759, -0.250, 1.396], [3.514, 0.276, 1.141], [2.351, -0.511, 1.196], [1.233, 0.049, 0.917], [0.787, -4.764, 2.439], [1.226, -3.774, 3.739], [2.516, -4.482, 2.844], [4.024, -3.427, 2.219], [5.961, -1.916, 1.876], [5.648, 0.380, 1.313], [3.340, 1.310, 0.967], [-1.687, 2.713, 2.864], [-0.683, 2.415, 3.912], [0.382, 1.470, 3.454], [-0.139, 0.144, 3.256], [-1.287, 3.460, 2.339], [-2.538, 3.091, 3.274], [-1.279, 2.012, 4.736], [-0.283, 3.367, 4.301], [1.145, 1.437, 4.267], [0.904, 1.864, 2.554], [0.019, -0.494, 4.053], [0.310, -0.311, 2.461], [3.423, -1.538, -3.688], [3.412, -0.023, -3.936], [2.376, 0.727, -3.220], [2.816, 1.327, -1.907], [2.896, 2.843, -1.874], [1.234, 0.900, -3.876], [1.104, 0.603, -5.097], [0.080, 1.552, -3.209], [-0.553, 2.575, -3.893], [-1.675, 3.192, -3.309], [-2.108, 2.652, -2.094], [-1.510, 1.679, -1.462], [-0.415, 1.145, -1.960], [4.276, -2.071, -4.183], [2.437, -1.917, -4.014], [3.525, -1.753, -2.628], [3.244, 0.153, -5.010], [4.350, 0.381, -3.651], [3.752, 0.831, -1.688], [2.143, 1.006, -1.131], [3.480, 3.239, -2.732], [3.423, 3.146, -0.986], [1.888, 3.286, -1.854], [-0.183, 2.856, -4.907], [-2.153, 4.073, -3.764], [-2.993, 3.034, -1.577], [0.173, 0.467, -1.331]],
  "lowdin_charge": [1.011, -0.048, -0.343, -0.052, -0.076, -0.103, -0.089, -0.071, 0.091, 0.086, 0.097, 0.111, 0.090, 0.103, 0.100, 0.119, -0.022, -0.404, -0.044, -0.072, -0.059, -0.143, -0.104, -0.049, -0.379, -0.193, 0.090, 0.098, 0.042, 0.107, 0.098, 0.106, 0.094, -0.024, -0.295, -0.307, -0.085, 0.050, 0.063, 0.107, 0.107, 0.119, 0.119, 0.091, -0.046, -0.063, -0.210, -0.021, -0.175, -0.054, -0.418, 0.015, -0.121, 0.004, -0.029, -0.167, -0.050, -0.106, 0.087, 0.080, 0.062, 0.116, 0.099, 0.111, 0.068, 0.090, 0.063, 0.076, 0.140, 0.111, 0.110, 0.093]
}

---

No. 2
{
  "formula": "C27H37F5NO11P",
  "method": "ωB97M-V/def2-TZVPD",
  "smiles": "CC(C)CC1=C([PH2]=N)C(=O)C=C(CCCC(F)(F)C(F)(F)F)C1=O.C[C@@H]1COC(=O)O1.C[C@@H]1COC(=O)O1.C[C@@H]1COC(=O)O1",
  "fmax_ev_per_a": 0.60,
  "homo_lumo_gap_ha": 0.260,
  "species": ["C", "C", "C", "C", "C", "C", "P", "N", "C", "O", "C", "C", "C", "C", "C", "C", "F", "F", "C", "F", "F", "F", "C", "O", "H", "H", "H", "H", "H", "H", "H", "H", "H", "H", "H", "H", "H", "H", "H", "H", "H", "H", "H", "C", "C", "C", "O", "C", "O", "O", "H", "H", "H", "H", "H", "H", "C", "C", "C", "O", "C", "O", "O", "H", "H", "H", "H", "H", "H", "C", "C", "C", "O", "C", "O", "O", "H", "H", "H", "H", "H", "H"],
  "coordinates": [[2.893, 1.146, 0.943], [1.429, 1.219, 0.488], [0.803, -0.180, 0.532], [0.659, 2.232, 1.374], [-0.389, 3.062, 0.673], [-0.151, 3.919, -0.327], [1.485, 4.320, -1.026], [1.710, 4.015, -2.533], [-1.252, 4.706, -0.941], [-1.026, 5.554, -1.768], [-2.630, 4.495, -0.451], [-2.910, 3.684, 0.560], [-4.280, 3.590, 1.166], [-4.862, 2.173, 1.343], [-6.304, 2.020, 0.855], [-6.441, 1.991, -0.648], [-5.730, 0.953, -1.153], [-5.960, 3.115, -1.233], [-7.885, 1.827, -1.150], [-7.929, 1.768, -2.483], [-8.635, 2.864, -0.729], [-8.416, 0.691, -0.656], [-1.806, 2.901, 1.185], [-2.043, 2.165, 2.112], [3.483, 1.986, 0.567], [2.952, 1.182, 2.037], [3.369, 0.216, 0.628], [1.405, 1.566, -0.552], [0.590, -0.470, 1.566], [-0.116, -0.268, -0.052], [1.536, -0.893, 0.151], [1.365, 2.908, 1.866], [0.158, 1.684, 2.172], [2.307, 3.594, -0.161], [1.636, 5.632, -0.536], [1.840, 4.845, -3.098], [-3.390, 5.100, -0.934], [-4.242, 4.077, 2.146], [-4.944, 4.199, 0.552], [-4.238, 1.415, 0.871], [-4.868, 1.942, 2.409], [-6.948, 2.797, 1.275], [-6.698, 1.059, 1.196], [1.397, -5.610, 0.235], [2.020, -4.510, -0.578], [3.211, -4.893, -1.438], [3.986, -3.683, -1.450], [3.682, -2.985, -0.332], [4.283, -2.025, 0.044], [2.620, -3.518, 0.289], [0.544, -5.217, 0.782], [1.047, -6.408, -0.420], [2.116, -6.018, 0.946], [1.265, -3.995, -1.177], [2.956, -5.166, -2.458], [3.807, -5.683, -0.975], [6.803, -0.215, -1.394], [7.165, -1.101, -2.552], [7.458, -2.545, -2.189], [8.413, -2.929, -3.186], [9.044, -1.810, -3.619], [10.013, -1.804, -4.307], [8.416, -0.707, -3.154], [6.564, 0.794, -1.730], [5.934, -0.635, -0.890], [7.632, -0.151, -0.688], [6.402, -1.056, -3.334], [6.592, -3.198, -2.239], [7.927, -2.622, -1.205], [-4.642, -2.133, 3.492], [-3.384, -2.069, 2.669], [-3.556, -1.583, 1.242], [-2.518, -2.286, 0.550], [-2.252, -3.419, 1.239], [-1.587, -4.316, 0.828], [-2.852, -3.392, 2.445], [-4.429, -2.464, 4.506], [-5.098, -1.143, 3.543], [-5.352, -2.828, 3.044], [-2.610, -1.487, 3.177], [-3.413, -0.513, 1.128], [-4.521, -1.883, 0.823]],
  "lowdin_charge": [-0.068, -0.413, -0.053, -0.134, -0.103, -0.209, 0.746, -0.279, -0.391, 0.098, 0.077, -0.129, -0.120, -0.161, -0.076, -0.459, 0.125, 0.123, -0.542, 0.180, 0.162, 0.159, -0.265, 0.119, 0.064, 0.088, 0.055, 0.112, 0.088, 0.080, 0.061, 0.122, 0.107, -0.010, 0.020, -0.030, 0.136, 0.134, 0.110, 0.090, 0.116, 0.141, 0.132, -0.016, -0.309, -0.079, 0.053, -0.566, 0.137, 0.086, 0.060, 0.098, 0.094, 0.161, 0.139, 0.139, -0.018, -0.320, -0.090, 0.060, -0.569, 0.160, 0.083, 0.088, 0.062, 0.095, 0.160, 0.125, 0.141, -0.017, -0.316, -0.084, 0.064, -0.555, 0.154, 0.092, 0.089, 0.086, 0.094, 0.160, 0.115, 0.143]
}

---

No. 3
{
  "formula": "C27H37GaN4O4PS2Si",
  "method": "ωB97M-V/def2-TZVPD",
  "charge": 1,
  "fmax_ev_per_a": 0.33,
  "de_lowest_kcal_mol": 0.1,
  "homo_lumo_gap_ha": 0.276,
  "species": ["Ga", "S", "C", "C", "C", "C", "C", "C", "H", "H", "H", "H", "H", "C", "C", "O", "S", "C", "C", "C", "C", "C", "C", "C", "C", "H", "H", "H", "H", "H", "H", "H", "C", "Si", "C", "C", "H", "H", "H", "H", "H", "H", "H", "H", "H", "N", "C", "O", "C", "C", "C", "C", "N", "C", "H", "H", "H", "H", "H", "H", "N", "C", "P", "O", "O", "C", "N", "H", "H", "H", "H", "H", "H", "H", "H", "H", "H"],
  "coordinates": [[1.388, 0.229, 0.985], [1.043, 2.367, 1.914], [1.185, 1.961, 3.638], [1.887, 2.805, 4.496], [2.030, 2.480, 5.836], [1.475, 1.309, 6.335], [0.758, 0.477, 5.489], [0.605, 0.802, 4.148], [2.318, 3.722, 4.112], [2.578, 3.143, 6.492], [1.591, 1.054, 7.380], [0.306, -0.429, 5.872], [0.019, 0.159, 3.500], [-7.272, -4.501, -4.206], [-6.106, -3.886, -3.484], [-5.253, -3.239, -4.038], [-6.120, -4.218, -1.736], [-4.679, -3.333, -1.207], [-4.829, -2.141, -0.509], [-3.711, -1.452, -0.069], [-2.431, -1.935, -0.341], [-2.291, -3.145, -1.029], [-3.408, -3.842, -1.453], [-1.267, -1.194, 0.053], [-0.282, -0.553, 0.351], [-7.870, -3.695, -4.630], [-7.893, -5.110, -3.552], [-6.892, -5.107, -5.027], [-5.819, -1.750, -0.320], [-3.824, -0.528, 0.484], [-1.299, -3.534, -1.219], [-3.298, -4.781, -1.979], [4.258, -1.691, 0.736], [3.165, -0.953, 2.084], [4.221, 0.210, 3.126], [2.530, -2.327, 3.188], [5.116, -2.210, 1.168], [4.640, -0.925, 0.055], [3.702, -2.410, 0.132], [5.059, -0.348, 3.551], [3.646, 0.634, 3.951], [4.651, 1.040, 2.558], [3.361, -2.907, 3.598], [1.878, -3.011, 2.642], [1.964, -1.916, 4.026], [-3.372, -1.034, -3.541], [-3.755, 0.102, -2.919], [-4.899, 0.492, -2.818], [-2.642, 0.949, -2.348], [-2.936, 1.807, -1.292], [-1.947, 2.602, -0.741], [-0.682, 2.567, -1.287], [-0.434, 1.763, -2.328], [-1.362, 0.950, -2.851], [-4.107, -1.692, -3.791], [-2.497, -1.457, -3.277], [-3.954, 1.830, -0.924], [-2.142, 3.250, 0.100], [0.153, 3.164, -0.947], [-1.049, 0.343, -3.689], [3.840, 3.364, 0.813], [4.357, 2.394, -0.204], [2.903, 2.108, -1.305], [2.249, 3.449, -1.392], [2.135, 0.952, -0.695], [3.403, 1.548, -2.953], [2.194, 1.769, -3.772], [3.432, 4.159, 0.307], [4.556, 3.678, 1.466], [3.014, 2.955, 1.350], [4.686, 1.491, 0.306], [5.193, 2.855, -0.728], [3.625, 0.483, -2.905], [4.285, 2.077, -3.324], [2.266, 1.253, -4.641], [2.134, 2.753, -4.012], [0.519, 1.754, -2.756]],
  "lowdin_charge": [0.200, 0.701, -0.642, -0.132, -0.082, -0.080, -0.079, -0.142, 0.097, 0.108, 0.107, 0.111, 0.096, -0.063, -0.725, 0.005, 1.051, -0.526, -0.076, -0.033, -0.257, -0.032, -0.082, -0.095, -0.063, 0.097, 0.067, 0.095, 0.117, 0.121, 0.121, 0.118, -0.223, 0.440, -0.197, -0.209, 0.036, 0.006, 0.032, 0.041, 0.017, 0.004, 0.037, 0.033, 0.015, 0.212, -0.506, 0.087, -0.097, 0.043, 0.011, -0.045, 0.123, 0.023, 0.077, 0.098, 0.137, 0.127, 0.096, 0.148, 0.097, -0.170, 0.444, -0.328, -0.386, -0.277, -0.040, 0.137, 0.161, 0.014, 0.080, 0.111, 0.100, 0.097, 0.091, 0.089, 0.109]
}